[1]
{"formula": "C25H53O10PS3", "method": "the ωB97M-V functional and the def2-TZVPD basis", "species": ["C", "C", "C", "C", "C", "C", "C", "C", "C", "C", "C", "C", "C", "O", "P", "O", "O", "O", "H", "H", "H", "H", "H", "H", "H", "H", "H", "H", "H", "H", "H", "H", "H", "H", "H", "H", "H", "H", "H", "H", "H", "H", "H", "H", "H", "H", "H", "O", "S", "O", "C", "C", "C", "C", "H", "H", "H", "H", "H", "H", "H", "H", "O", "S", "O", "C", "C", "C", "C", "H", "H", "H", "H", "H", "H", "H", "H", "O", "S", "O", "C", "C", "C", "C", "H", "H", "H", "H", "H", "H", "H", "H"], "xyz": [[3.635, -1.122, 1.542], [3.679, -0.521, 0.136], [4.504, 0.748, -0.007], [4.450, 1.264, -1.449], [4.983, 2.693, -1.641], [3.865, 3.742, -1.500], [3.660, 4.312, -0.079], [2.465, 3.780, 0.715], [1.160, 3.595, -0.055], [-0.064, 3.598, 0.865], [-1.368, 3.292, 0.095], [-1.932, 1.889, 0.357], [-0.894, 0.770, 0.434], [-1.135, -0.215, -0.609], [-1.208, -1.726, -0.141], [-1.951, -2.010, 1.090], [-1.827, -2.416, -1.440], [0.303, -2.222, -0.094], [3.543, -0.345, 2.302], [2.765, -1.772, 1.628], [4.515, -1.727, 1.752], [2.658, -0.350, -0.215], [4.102, -1.271, -0.539], [5.542, 0.552, 0.272], [4.119, 1.533, 0.646], [3.397, 1.244, -1.744], [4.959, 0.559, -2.108], [5.797, 2.909, -0.949], [5.363, 2.763, -2.661], [2.959, 3.302, -1.916], [4.112, 4.577, -2.149], [4.550, 4.055, 0.502], [3.653, 5.400, -0.118], [2.270, 4.488, 1.528], [2.695, 2.832, 1.201], [1.023, 4.305, -0.873], [1.198, 2.607, -0.528], [0.085, 2.854, 1.648], [-0.126, 4.593, 1.305], [-1.207, 3.480, -0.967], [-2.126, 4.008, 0.413], [-2.553, 1.896, 1.251], [-2.607, 1.631, -0.460], [0.122, 1.127, 0.295], [-0.942, 0.290, 1.409], [-1.851, -1.788, -2.168], [0.458, -2.725, 0.713], [1.962, -3.637, 2.673], [1.155, -4.201, 3.731], [1.641, -4.253, 5.085], [-0.444, -3.405, 3.675], [-1.250, -4.259, 2.702], [-0.937, -5.714, 3.061], [0.587, -5.828, 3.217], [-0.311, -2.374, 3.353], [-0.866, -3.433, 4.678], [-2.311, -4.043, 2.755], [-0.930, -4.061, 1.675], [-1.430, -5.969, 4.002], [-1.305, -6.401, 2.302], [0.888, -6.552, 3.969], [1.072, -6.055, 2.269], [3.709, 4.842, -4.465], [2.622, 5.448, -5.190], [2.795, 6.701, -5.878], [1.933, 4.229, -6.305], [0.876, 3.514, -5.469], [0.137, 4.613, -4.693], [1.200, 5.542, -4.094], [2.732, 3.580, -6.657], [1.489, 4.766, -7.142], [0.199, 2.934, -6.095], [1.359, 2.827, -4.770], [-0.502, 5.176, -5.377], [-0.502, 4.198, -3.915], [0.874, 6.577, -4.039], [1.528, 5.204, -3.112], [-4.929, -3.848, 3.640], [-5.168, -4.555, 2.407], [-4.073, -5.091, 1.637], [-6.359, -5.856, 2.708], [-7.709, -5.189, 2.460], [-7.530, -4.339, 1.194], [-6.220, -3.555, 1.348], [-6.229, -6.229, 3.722], [-6.164, -6.649, 1.987], [-8.501, -5.928, 2.344], [-7.968, -4.549, 3.305], [-7.469, -4.992, 0.321], [-8.370, -3.664, 1.040], [-5.706, -3.398, 0.404], [-6.369, -2.601, 1.849]], "lowdin_charge": [-0.10, -0.27, -0.22, -0.21, -0.19, -0.21, -0.18, -0.21, -0.23, -0.21, -0.19, -0.16, -0.19, -0.18, 0.33, -0.23, -0.08, -0.08, 0.07, 0.03, 0.08, 0.09, 0.11, 0.12, 0.09, 0.10, 0.11, 0.11, 0.10, 0.08, 0.08, 0.10, 0.10, 0.11, 0.10, 0.10, 0.10, 0.11, 0.11, 0.10, 0.10, 0.11, 0.11, 0.10, 0.11, 0.08, 0.05, -0.34, 0.68, -0.32, -0.21, -0.25, -0.20, -0.21, 0.10, 0.11, 0.07, 0.09, 0.12, 0.11, 0.10, 0.10, -0.32, 0.67, -0.32, -0.23, -0.22, -0.21, -0.21, 0.11, 0.11, 0.11, 0.12, 0.12, 0.11, 0.10, 0.08, -0.31, 0.66, -0.32, -0.23, -0.22, -0.21, -0.21, 0.11, 0.11, 0.11, 0.12, 0.12, 0.11, 0.10, 0.11], "smiles": "CCCCCCCCCCCCCOP(=O)(O)O.O=S1(=O)CCCC1.O=S1(=O)CCCC1.O=S1(=O)CCCC1", "total_charge": 0}



[2]
{"formula": "C25H53O15PS4", "method": "the ωB97M-V functional and the def2-TZVPD basis", "species": ["C", "C", "O", "P", "O", "O", "C", "C", "O", "C", "C", "H", "H", "H", "H", "H", "H", "H", "H", "H", "H", "H", "H", "H", "H", "H", "O", "S", "O", "C", "C", "C", "C", "H", "H", "H", "H", "H", "H", "H", "H", "O", "S", "O", "C", "C", "C", "C", "H", "H", "H", "H", "H", "H", "H", "H", "O", "S", "O", "C", "C", "C", "C", "H", "H", "H", "H", "H", "H", "H", "H", "O", "S", "O", "C", "C", "C", "C", "H", "H", "H", "H", "H", "H", "H", "H", "C", "O", "C", "O", "O", "C", "H", "H", "H", "H", "H", "H"], "xyz": [[3.712, 2.555, 6.022], [5.209, 2.449, 6.366], [5.909, 3.556, 5.767], [6.761, 3.339, 4.418], [7.911, 2.365, 4.507], [7.056, 4.835, 3.810], [8.146, 5.594, 4.342], [7.593, 7.030, 4.830], [5.564, 2.840, 3.462], [5.815, 2.645, 2.098], [5.812, 1.121, 1.872], [3.562, 2.149, 5.022], [3.104, 2.034, 6.762], [3.447, 3.610, 6.088], [5.369, 2.500, 7.443], [5.680, 1.538, 5.998], [8.471, 4.974, 5.177], [8.922, 5.588, 3.577], [7.515, 7.764, 4.028], [6.586, 6.904, 5.228], [8.110, 7.469, 5.683], [4.981, 2.970, 1.476], [6.784, 3.072, 1.835], [6.697, 0.619, 2.262], [4.896, 0.666, 2.250], [5.902, 0.807, 0.832], [-0.504, -5.886, -3.663], [-1.043, -5.837, -5.037], [-2.388, -6.370, -5.231], [-0.859, -4.125, -5.745], [0.475, -4.075, -6.561], [0.518, -5.466, -7.234], [0.267, -6.598, -6.174], [-0.926, -3.478, -4.870], [-1.596, -3.961, -6.530], [0.542, -3.218, -7.231], [1.242, -3.916, -5.803], [1.430, -5.568, -7.823], [-0.271, -5.587, -7.976], [1.164, -6.750, -5.573], [-0.199, -7.521, -6.521], [-2.775, 4.132, -3.762], [-2.399, 5.529, -3.316], [-3.445, 6.509, -3.400], [-1.714, 5.505, -1.550], [-0.492, 6.389, -1.454], [-0.164, 7.033, -2.810], [-0.729, 6.230, -4.010], [-1.407, 4.473, -1.382], [-2.486, 5.804, -0.841], [-0.686, 7.129, -0.678], [0.377, 5.804, -1.152], [0.895, 7.203, -3.007], [-0.669, 7.987, -2.659], [-0.084, 5.356, -4.094], [-0.936, 6.598, -5.015], [-9.179, -2.447, -4.770], [-7.902, -2.620, -5.507], [-6.571, -2.515, -4.836], [-8.016, -4.123, -6.670], [-7.899, -3.655, -8.175], [-8.306, -2.156, -8.215], [-7.690, -1.403, -6.904], [-8.953, -4.602, -6.385], [-7.203, -4.768, -6.336], [-6.854, -3.581, -8.476], [-8.402, -4.349, -8.848], [-9.394, -2.135, -8.161], [-8.128, -1.498, -9.065], [-7.843, -0.382, -6.557], [-6.640, -1.332, -7.187], [-0.427, 0.503, 0.789], [-0.670, -0.750, 0.100], [-0.085, -1.142, -1.208], [-0.687, -2.203, 1.336], [-2.147, -2.205, 1.851], [-3.103, -1.995, 0.639], [-2.558, -0.849, -0.221], [0.072, -2.166, 2.118], [-0.562, -3.039, 0.647], [-2.121, -3.174, 2.351], [-2.284, -1.447, 2.622], [-4.121, -1.967, 1.028], [-3.059, -2.886, 0.013], [-2.991, 0.041, 0.235], [-2.751, -0.815, -1.293], [2.013, -3.519, 7.786], [0.740, -3.231, 8.333], [0.567, -2.980, 9.523], [1.327, -2.616, 10.387], [-0.751, -3.258, 9.847], [-1.187, -3.122, 11.205], [2.636, -2.664, 8.049], [1.961, -3.806, 6.735], [2.565, -4.236, 8.392], [-0.948, -2.132, 11.594], [-0.833, -3.854, 11.932], [-2.270, -3.238, 11.246]], "lowdin_charge": [-0.06, -0.25, -0.20, 0.49, -0.25, -0.21, -0.22, -0.04, -0.20, -0.27, -0.08, 0.07, 0.07, 0.08, 0.12, 0.11, 0.10, 0.12, 0.06, 0.06, 0.06, 0.12, 0.11, 0.07, 0.08, 0.07, -0.36, 0.71, -0.35, -0.21, -0.21, -0.22, -0.18, 0.10, 0.10, 0.11, 0.11, 0.11, 0.11, 0.09, 0.09, -0.38, 0.74, -0.34, -0.21, -0.24, -0.22, -0.17, 0.09, 0.10, 0.11, 0.11, 0.11, 0.11, 0.09, 0.10, -0.36, 0.75, -0.38, -0.18, -0.19, -0.21, -0.19, 0.09, 0.09, 0.10, 0.11, 0.10, 0.10, 0.10, 0.08, -0.36, 0.74, -0.38, -0.20, -0.22, -0.22, -0.19, 0.10, 0.09, 0.11, 0.11, 0.11, 0.11, 0.09, 0.10, 0.00, 0.06, -0.66, 0.12, -0.02, -0.06, 0.10, 0.10, 0.10, 0.09, 0.09, 0.09], "smiles": "CCOP(=O)(OCC)OCC.O=S1(=O)CCCC1.O=S1(=O)CCCC1.O=S1(=O)CCCC1.O=S1(=O)CCCC1.COC(=O)OC", "total_charge": 0}



Table of gap between HOMO and LUMO (eV), in record order: 10.3 10.2
Table of maximum force (hartree/bohr), in record order: 0.0173 0.1344